Here is one molecule with the formula C6H16NOP from the Open Molecules 2025 dataset. Energies are from ωB97M-V with the def2-TZVPD basis set.

**SMILES string**: CC(C)[P@@](C)(=O)N(C)C
**Lowest unoccupied orbital energy**: 0.80 eV
**Maximum force**: 4.16 eV Å⁻¹
**E_HOMO**: -9.09 eV
**Energy above the lowest of the compared OMol25 structures with the same formula, charge and spin**: 10.0 kcal/mol
**Charge**: 0

Structure (XYZ):
```
25
Properties=species:S:1:pos:R:3:mulliken_charge:R:1
P 0.443 -0.118 -0.591 0.82
O 0.280 -0.467 -2.003 -0.80
N -0.480 1.286 -0.285 0.15
C -0.312 2.044 0.955 -1.22
C -0.635 2.153 -1.438 -1.03
C -0.128 -1.309 0.640 0.51
C 0.384 -2.664 0.123 -1.46
C -1.634 -1.170 0.534 -1.51
C 2.160 -0.033 -0.076 -1.24
H 1.492 -2.771 0.330 0.33
H -2.238 -1.782 1.260 0.36
H -1.170 2.702 0.961 0.49
H -0.139 -3.428 0.697 0.42
H 2.672 -0.880 -0.509 0.37
H 0.132 2.239 -2.241 0.30
H -1.867 -0.133 0.796 0.36
H 2.644 0.910 -0.300 0.37
H 2.299 -0.145 1.012 0.34
H -2.006 -1.283 -0.411 0.44
H -0.853 3.192 -1.144 0.38
H -1.578 1.817 -1.965 0.29
H 0.297 -2.901 -0.897 0.36
H 0.249 -1.139 1.777 0.28
H 0.503 2.667 1.128 0.33
H -0.514 1.213 1.646 0.37
```


Here is a 2-piece molecular cluster, C6H16NOP overall from the Open Molecules 2025 dataset. Energies are from ωB97M-V with the def2-TZVPD basis set.

**Lowest unoccupied orbital energy**: 0.73 eV
**Maximum force**: 4.76 eV Å⁻¹
**E_HOMO**: -9.09 eV
**Energy above the lowest of the compared OMol25 structures with the same formula, charge and spin**: 64.5 kcal/mol
**Charge**: 0

Structure (XYZ):
```
25
Properties=species:S:1:pos:R:3:mulliken_charge:R:1
P -3.114 -0.275 -0.062 0.68
O -3.862 -1.184 -0.954 -0.64
N 0.901 2.180 -0.104 -0.49
C 1.546 0.871 0.300 -0.48
C 2.306 -2.297 0.457 -1.16
C -3.384 1.565 -0.474 -0.87
C 1.064 -0.180 -0.770 -0.54
C 1.073 -1.708 -0.302 -0.19
C -2.129 -0.597 1.222 -0.83
H 0.167 -1.775 0.194 0.03
H 0.998 0.632 1.147 0.35
H -1.927 -1.631 1.163 0.36
H 0.781 -2.260 -1.265 0.31
H 3.268 -1.919 -0.057 0.26
H -4.261 1.719 0.171 0.33
H 1.193 2.403 -1.070 0.20
H 2.336 -2.005 1.466 0.33
H -3.743 1.605 -1.465 0.32
H -1.623 0.069 1.878 0.33
H 1.794 -0.212 -1.508 0.47
H -0.043 0.034 -0.993 0.14
H 2.115 -3.345 0.528 0.40
H -2.542 2.232 -0.347 0.31
H 2.690 0.958 0.245 0.21
H 1.057 2.907 0.480 0.16
```


Here is a 2-piece molecular cluster, C6H16NOSi overall from the Open Molecules 2025 dataset. Energies are from ωB97M-V with the def2-TZVPD basis set.

**Lowest unoccupied orbital energy**: -3.46 eV
**Maximum force**: 4.13 eV Å⁻¹
**E_HOMO**: -13.83 eV
**Energy above the lowest of the compared OMol25 structures with the same formula, charge and spin**: 27.4 kcal/mol
**Charge**: +1

Structure (XYZ):
```
25
Properties=species:S:1:pos:R:3:mulliken_charge:R:1
Si 0.505 -1.146 -0.974 0.52
O -1.401 -1.557 2.243 -0.20
N -0.101 2.439 1.508 -0.59
C 0.454 0.600 -1.742 -1.09
C 2.292 -2.219 -0.878 -1.14
C -1.498 2.809 1.298 -0.85
C -0.589 -1.002 1.664 0.44
C 0.326 -0.381 0.912 -0.06
C -1.052 -2.221 -1.243 -1.05
H 1.294 1.179 -1.636 0.46
H -0.829 -3.241 -0.753 0.28
H 2.533 -2.362 0.162 0.38
H -0.103 2.560 2.504 0.27
H 0.249 0.750 1.098 0.06
H -2.148 1.862 1.627 0.21
H -0.441 1.327 -1.607 0.27
H -1.914 -1.703 -0.778 0.31
H 1.320 -0.651 1.382 0.36
H 2.129 -3.223 -1.270 0.36
H -1.756 3.025 0.308 0.31
H -1.247 -2.471 -2.217 0.43
H 0.345 0.471 -2.854 0.34
H 0.471 3.143 1.040 0.24
H -1.793 3.732 1.770 0.38
H 2.953 -1.721 -1.564 0.34
```


Here is a 2-piece molecular cluster, C6H16NS overall from the Open Molecules 2025 dataset. Energies are from ωB97M-V with the def2-TZVPD basis set.

**Lowest unoccupied orbital energy (alpha / beta)**: -3.51 / -4.67 eV
**Maximum force**: 3.78 eV Å⁻¹
**E_HOMO (alpha / beta)**: -12.74 / -10.52 eV
**Energy above the lowest of the compared OMol25 structures with the same formula, charge and spin**: 116.9 kcal/mol
**Charge**: +1

Structure (XYZ):
```
24
Properties=species:S:1:pos:R:3:mulliken_charge:R:1
S 1.525 1.313 1.467 -0.17
N 1.812 -1.378 -1.208 -0.21
C 0.209 1.022 0.464 0.75
C 0.769 -1.876 -0.283 -0.27
C 0.289 1.409 -0.967 -1.49
C -1.162 0.831 1.016 -0.66
C -1.850 2.198 1.412 -1.19
C -0.314 -2.753 -0.906 -1.13
H -0.995 0.217 1.949 0.40
H 0.910 -2.338 0.723 0.29
H 1.304 1.205 -1.215 0.58
H 2.466 -2.002 -1.751 0.36
H -0.294 1.034 -1.801 0.26
H -1.777 2.282 2.488 0.34
H 0.089 -3.763 -1.178 0.37
H -2.759 2.260 0.959 0.37
H -1.228 2.942 0.992 0.38
H -0.885 -2.396 -1.791 0.35
H 1.085 1.545 2.729 0.18
H 2.409 -0.849 -0.596 0.33
H -1.815 0.181 0.331 0.26
H 1.170 -0.768 -1.771 0.33
H -0.980 -2.876 -0.054 0.33
H 0.022 2.558 -1.010 0.24
```


Here is a 3-piece molecular cluster, C6H16O overall from the Open Molecules 2025 dataset. Energies are from ωB97M-V with the def2-TZVPD basis set.

**SMILES string**: CC=O.CCC.C
**Lowest unoccupied orbital energy**: 0.96 eV
**Maximum force**: 3.22 eV Å⁻¹
**E_HOMO**: -9.96 eV
**Energy above the lowest of the compared OMol25 structures with the same formula, charge and spin**: 51.4 kcal/mol
**Charge**: 0

Structure (XYZ):
```
23
Properties=species:S:1:pos:R:3:mulliken_charge:R:1
O -0.857 -1.482 -0.295 -0.56
C 2.111 -0.442 0.269 -1.00
C 0.512 -1.556 -2.265 -0.81
C -0.572 1.040 0.918 0.83
C -1.581 0.855 2.048 -1.45
C -1.126 1.919 -0.204 -1.28
C 0.142 -1.931 -0.863 0.10
H 1.588 -1.625 -2.419 0.32
H -1.439 2.889 0.183 0.44
H -1.979 1.433 -0.677 0.28
H -2.472 0.354 1.670 0.31
H -1.165 0.238 2.843 0.34
H -0.360 2.103 -0.958 0.30
H 1.876 -0.799 1.268 0.33
H 2.819 0.381 0.325 0.36
H 0.154 -0.555 -2.502 0.23
H 0.024 -2.264 -2.941 0.35
H -1.884 1.813 2.473 0.40
H 0.650 -2.825 -0.466 0.36
H 2.667 -1.232 -0.223 0.38
H -0.522 -0.017 0.399 -0.52
H 0.298 1.558 1.335 0.38
H 1.114 0.145 0.082 -0.08
```


Here is a 2-piece molecular cluster, C6H16O overall from the Open Molecules 2025 dataset. Energies are from ωB97M-V with the def2-TZVPD basis set.

**SMILES string**: CCCCCC.O
**Lowest unoccupied orbital energy**: 0.90 eV
**Maximum force**: 1.27 eV Å⁻¹
**E_HOMO**: -10.95 eV
**Energy above the lowest of the compared OMol25 structures with the same formula, charge and spin**: 5.2 kcal/mol
**Charge**: 0

Structure (XYZ):
```
23
Properties=species:S:1:pos:R:3:mulliken_charge:R:1
O -2.775 -2.278 -0.133 -0.68
C -0.370 1.833 0.054 -0.36
C 1.446 -0.820 0.711 -0.32
C 2.835 -0.190 0.633 -1.25
C 0.576 -0.495 -0.494 0.41
C 0.461 0.999 -0.901 -0.68
C -1.833 1.374 0.133 -1.04
H 1.488 1.362 -0.969 0.34
H 3.520 -0.627 1.363 0.38
H 0.064 1.818 1.063 0.25
H -0.337 2.872 -0.261 0.35
H -2.133 -1.638 -0.448 0.24
H 0.909 -1.067 -1.376 0.41
H 0.962 -0.509 1.638 0.26
H 2.785 0.882 0.880 0.27
H 1.577 -1.895 0.755 0.36
H 0.046 1.007 -1.913 0.33
H -1.853 0.403 0.629 0.17
H -2.440 2.083 0.683 0.38
H -2.228 1.296 -0.884 0.28
H -2.343 -3.128 -0.023 0.32
H 3.284 -0.291 -0.359 0.31
H -0.425 -0.903 -0.421 -0.73
```


Here is a 2-piece molecular cluster, C6H16O overall from the Open Molecules 2025 dataset. Energies are from ωB97M-V with the def2-TZVPD basis set.

**SMILES string**: CCCC(C)C.O
**Lowest unoccupied orbital energy**: 0.95 eV
**Maximum force**: 1.90 eV Å⁻¹
**E_HOMO**: -10.96 eV
**Energy above the lowest of the compared OMol25 structures with the same formula, charge and spin**: 16.6 kcal/mol
**Charge**: 0

Structure (XYZ):
```
23
Properties=species:S:1:pos:R:3:mulliken_charge:R:1
O -2.397 -3.058 1.537 -0.65
C -1.187 0.571 1.012 -1.49
C 0.787 0.228 -0.535 -1.20
C -0.374 -0.416 0.202 0.96
C 2.693 1.799 -0.833 -1.39
C -1.213 -1.189 -0.810 -1.49
C 1.526 1.397 0.081 -0.17
H -0.617 1.066 1.792 0.36
H 2.305 2.132 -1.791 0.33
H -1.766 1.247 0.382 0.36
H 0.028 -1.180 0.866 0.35
H 0.859 2.250 -0.008 0.29
H 0.534 0.362 -1.589 0.39
H 3.407 2.491 -0.380 0.38
H -1.693 -2.638 1.035 0.33
H -0.779 -1.666 -1.690 0.35
H -1.780 -1.988 -0.340 0.26
H 3.368 0.950 -1.006 0.34
H -1.994 0.013 1.509 0.34
H 1.506 -0.595 -0.660 0.35
H -1.961 -0.519 -1.251 0.34
H -3.142 -2.457 1.390 0.34
H 1.891 1.198 1.086 0.33
```


Here is a 2-piece molecular cluster, C6H16O2 overall from the Open Molecules 2025 dataset. Energies are from ωB97M-V with the def2-TZVPD basis set.

**SMILES string**: CCCCCCO.O
**Lowest unoccupied orbital energy**: 0.93 eV
**Maximum force**: 2.05 eV Å⁻¹
**E_HOMO**: -10.09 eV
**Energy above the lowest of the compared OMol25 structures with the same formula, charge and spin**: 17.5 kcal/mol
**Charge**: 0

Structure (XYZ):
```
24
Properties=species:S:1:pos:R:3:mulliken_charge:R:1
O -2.938 2.638 0.716 -0.54
O 0.560 -6.062 2.017 -0.64
C -0.967 2.481 -0.597 -0.80
C 2.524 -0.448 -0.495 -1.09
C -2.394 2.016 -0.465 -0.45
C 0.119 1.403 -0.804 -0.64
C 1.109 -0.787 0.011 -0.58
C 0.223 0.434 0.349 -0.50
H -0.865 3.337 -1.247 0.46
H -2.984 2.405 -1.306 0.29
H -2.574 0.949 -0.488 0.37
H 0.612 -1.443 -0.705 0.36
H 3.324 -0.938 0.058 0.33
H 0.692 0.930 1.155 0.31
H -0.071 0.904 -1.768 0.32
H 1.246 -1.364 0.929 0.33
H 2.667 -0.839 -1.512 0.25
H 0.605 -6.555 1.186 0.32
H 1.047 1.928 -1.027 0.36
H 2.714 0.611 -0.615 0.30
H -0.704 0.036 0.704 0.35
H -3.810 2.259 0.863 0.29
H 0.557 -6.781 2.651 0.32
H -0.694 2.888 0.388 0.28
```